# C26H31N9O8PS

A cluster of 4 separate species, C26H31N9O8PS in total in a non-equilibrium geometry (ωB97M-V with the def2-TZVPD basis set, the OMol25 dataset).

The geometry in XYZ format:
```
76
C26H31N9O8PS | the OMol25 dataset | ωB97M-V with the def2-TZVPD basis set
N 0.412 -5.587 1.216
C 0.833 -4.276 1.472
O 1.494 -3.939 2.435
C 0.448 -3.226 0.439
C -0.330 -2.077 1.086
C -1.604 -2.484 1.678
N -1.819 -2.979 2.881
C -3.115 -3.167 2.993
N -3.692 -3.633 4.103
P -2.704 -4.013 5.490
S -3.782 -4.442 7.017
N -3.747 -2.811 1.849
C -5.152 -2.771 1.428
C -5.989 -3.894 2.010
C -5.345 -5.275 1.964
N -4.499 -5.664 0.878
O -5.597 -6.052 2.858
N -2.763 -2.378 1.039
H 0.819 -6.192 1.920
H -0.597 -5.623 1.295
H 1.385 -2.802 0.104
H -0.029 -3.639 -0.443
H 0.281 -1.686 1.886
H -0.534 -1.328 0.329
H -4.681 -3.768 4.221
H -1.863 -2.902 5.627
H -1.904 -5.086 5.074
H -5.551 -1.786 1.636
H -5.154 -2.872 0.350
H -6.299 -3.675 3.021
H -6.906 -3.937 1.433
H -5.007 -5.863 0.028
H -3.737 -5.024 0.713
H -2.816 -2.010 0.100
C 3.883 3.051 0.387
C 3.362 2.818 -0.879
C 2.095 2.278 -1.021
C 1.367 1.982 0.120
C 1.874 2.204 1.390
C 3.141 2.742 1.519
N 0.023 1.427 -0.022
O -0.396 1.217 -1.145
O -0.613 1.182 0.986
H 4.868 3.475 0.493
H 3.942 3.060 -1.759
H 1.689 2.094 -2.004
H 1.293 1.966 2.269
H 3.551 2.927 2.501
C 5.049 9.475 -1.649
C 3.795 9.359 -1.064
C 3.534 8.324 -0.183
C 4.540 7.420 0.103
C 5.794 7.516 -0.474
C 6.045 8.553 -1.357
N 4.274 6.334 1.052
O 3.163 6.255 1.530
O 5.182 5.567 1.308
H 5.251 10.288 -2.333
H 3.021 10.077 -1.294
H 2.560 8.231 0.274
H 6.567 6.800 -0.242
H 7.020 8.644 -1.814
C -2.327 -1.567 -4.664
C -1.625 -2.071 -5.751
C -0.254 -1.886 -5.838
C 0.392 -1.201 -4.827
C -0.290 -0.690 -3.741
C -1.660 -0.874 -3.662
N 1.850 -1.015 -4.898
O 2.425 -1.454 -5.867
O 2.385 -0.435 -3.975
H -3.398 -1.714 -4.601
H -2.145 -2.607 -6.533
H 0.296 -2.274 -6.683
H 0.229 -0.149 -2.964
H -2.206 -0.473 -2.818
```

Calculated values
total charge	+1
E	-77366.0392	eV